(P)
9
Properties=species:S:1:pos:R:3:nbo_charge:R:1 method="wB97M-V/def2-TZVPD" multiplicity=1 lumo_energy_ev="-0.17 / -0.50" total_charge=0 homo_lumo_gap_ha="0.285 / 0.278" e_homo_ev="-7.92 / -8.05"
C 0.99 0.17 0.20 -0.268
C -0.21 0.77 -0.15 -0.031
N 0.00 -2.08 0.06 0.129
N -1.22 0.16 0.37 -0.567
O 0.88 -1.42 -0.32 -0.171
I -3.11 0.76 -0.06 0.273
H 1.95 0.40 -0.42 0.218
H 1.05 -0.29 1.18 0.235
H -0.33 1.52 -0.87 0.182


(Q)
9
Properties=species:S:1:pos:R:3:nbo_charge:R:1 method="wB97M-V/def2-TZVPD" multiplicity=1 lumo_energy_ev="-1.11 / -3.15" total_charge=0 homo_lumo_gap_ha="0.331 / 0.220" e_homo_ev="-10.11 / -9.13"
C 0.19 -0.37 -0.13 0.563
C 0.74 0.76 -0.89 -0.707
N -0.30 -1.61 -0.35 -0.352
N -0.51 -1.76 0.94 0.140
O 0.05 -0.35 1.16 -0.405
I -3.26 0.20 2.41 0.000
H 1.76 0.93 -0.36 0.252
H 1.12 0.55 -1.91 0.257
H 0.22 1.65 -0.88 0.251


The most stable of them is (Q).


(P)
93
Properties=species:S:1:pos:R:3:lowdin_charge:R:1 method="wB97M-V/def2-TZVPD" multiplicity=1 lumo_energy_ev=1.67 total_charge=-1 homo_lumo_gap_ha=0.193 e_homo_ev=-3.59
Pd 0.36 0.27 0.10 0.376
O 1.46 -2.37 3.05 -0.117
C 2.20 -1.50 2.21 -0.288
C 2.58 -0.16 2.87 -0.582
C 3.60 -0.46 3.99 -0.249
O 3.12 -1.33 4.98 -0.073
C 1.37 0.55 3.50 -0.539
Se -0.39 0.20 2.65 0.576
C 3.31 0.71 1.85 -0.519
Se 2.20 1.72 0.56 0.595
H 0.57 -1.98 3.12 0.002
H 1.64 -1.30 1.26 0.056
H 3.12 -2.04 1.96 0.121
H 3.87 0.47 4.51 0.124
H 4.51 -0.87 3.53 0.121
H 2.55 -1.98 4.53 0.065
H 1.53 1.63 3.47 0.043
H 1.26 0.24 4.54 0.054
H 4.00 0.11 1.26 0.056
H 3.88 1.48 2.39 0.057
C 3.58 -0.16 -2.44 -0.181
Si 2.32 -1.59 -2.34 0.505
C 2.95 -2.98 -1.18 -0.160
C 2.35 -2.42 -4.07 -0.188
C 0.65 -0.93 -1.77 -0.413
C -0.36 -1.88 -1.33 -0.420
C -0.80 -3.01 -2.04 -0.027
C -1.84 -3.75 -1.53 -0.076
C -2.41 -3.39 -0.32 -0.078
C -1.92 -2.28 0.33 -0.138
N -0.94 -1.54 -0.17 0.012
Si -0.17 0.52 -2.67 0.478
C -0.31 0.04 -4.54 -0.190
C 0.78 2.19 -2.74 -0.191
C -2.03 0.62 -2.16 -0.164
H 4.58 -0.53 -2.63 0.018
H 3.61 0.41 -1.51 -0.036
H 3.32 0.53 -3.23 0.014
H 4.00 -3.18 -1.35 0.021
H 2.41 -3.91 -1.36 0.021
H 2.82 -2.74 -0.14 -0.005
H 3.36 -2.79 -4.28 0.017
H 2.08 -1.74 -4.86 0.004
H 1.69 -3.28 -4.13 0.006
H -0.34 -3.26 -2.98 0.097
H -2.22 -4.61 -2.08 0.100
H -3.23 -3.96 0.11 0.092
H -2.31 -1.96 1.29 0.095
H 0.58 0.33 -5.09 0.009
H -1.15 0.54 -5.00 0.004
H -0.44 -1.03 -4.67 0.012
H 1.40 2.22 -3.64 0.019
H 1.44 2.33 -1.89 -0.059
H 0.10 3.03 -2.78 -0.014
H -2.58 -0.17 -2.66 0.033
H -2.48 1.57 -2.43 0.010
H -2.16 0.49 -1.09 -0.013
Cl -5.54 9.54 -5.43 0.673
C -4.71 8.27 -4.59 -0.689
C -3.33 8.20 -4.65 -0.099
C -2.68 7.16 -3.99 -0.017
C -3.40 6.19 -3.30 -0.212
C -2.68 5.02 -2.67 -0.302
C -2.31 5.36 -1.20 -0.058
N -2.12 4.16 -0.44 -0.073
C -3.12 3.41 0.13 -0.072
C -2.52 2.29 0.61 -0.175
N -1.19 2.32 0.33 0.001
C -0.98 3.46 -0.29 -0.170
O -1.48 4.70 -3.34 -0.104
C -1.65 3.98 -4.55 -0.147
C -2.32 4.76 -5.65 -0.325
C -3.65 4.64 -5.97 -0.940
Cl -4.79 3.58 -5.26 0.704
S -4.13 5.73 -7.24 0.998
C -2.51 6.34 -7.33 -0.395
C -1.68 5.74 -6.44 -0.153
C -4.78 6.32 -3.22 -0.605
Cl -5.72 5.19 -2.31 0.723
C -5.45 7.35 -3.87 -0.126
H -2.77 8.92 -5.22 0.110
H -1.61 7.08 -4.03 0.129
H -3.35 4.15 -2.66 0.116
H -3.10 5.96 -0.76 0.133
H -1.38 5.93 -1.22 0.146
H -4.14 3.75 0.14 0.100
H -2.95 1.46 1.14 0.089
H -0.02 3.82 -0.59 0.117
H -2.22 3.06 -4.36 0.109
H -0.64 3.71 -4.85 0.135
H -2.29 7.11 -8.04 0.063
H -0.64 5.98 -6.34 0.123
H -6.53 7.42 -3.82 0.105


(Q)
93
Properties=species:S:1:pos:R:3:lowdin_charge:R:1 method="wB97M-V/def2-TZVPD" multiplicity=1 lumo_energy_ev=1.69 total_charge=-1 homo_lumo_gap_ha=0.207 e_homo_ev=-3.93
Pd -0.63 0.04 -0.27 0.351
O -3.94 -2.68 -1.49 -0.123
C -2.93 -2.09 -2.32 -0.255
C -1.65 -2.92 -2.38 -0.582
C -1.92 -4.18 -3.22 -0.236
O -3.00 -4.98 -2.75 -0.075
C -1.16 -3.37 -1.00 -0.554
Se -1.46 -2.12 0.48 0.549
C -0.60 -2.10 -3.15 -0.538
Se 0.60 -0.91 -2.14 0.574
H -3.62 -2.54 -0.58 0.001
H -2.70 -1.08 -1.95 0.074
H -3.36 -2.00 -3.32 0.131
H -1.03 -4.81 -3.24 0.123
H -2.12 -3.87 -4.26 0.120
H -3.59 -4.39 -2.25 0.058
H -0.09 -3.58 -1.05 0.048
H -1.67 -4.28 -0.70 0.055
H -1.10 -1.50 -3.91 0.050
H 0.08 -2.78 -3.67 0.050
C 0.65 2.81 -3.41 -0.187
Si -0.82 2.81 -2.24 0.407
C -2.17 1.76 -2.99 -0.184
C -1.47 4.59 -2.26 -0.191
C -0.35 2.21 -0.56 -0.447
C -1.36 2.40 0.52 -0.392
C -2.02 3.54 0.95 -0.028
C -2.93 3.44 1.99 -0.073
C -3.18 2.21 2.59 -0.076
C -2.49 1.11 2.11 -0.123
N -1.61 1.22 1.13 -0.036
Si 1.34 2.59 0.10 0.423
C 1.65 4.46 0.17 -0.179
C 2.73 1.88 -0.94 -0.177
C 1.48 2.02 1.88 -0.164
H 0.31 3.07 -4.41 0.029
H 1.10 1.82 -3.45 -0.006
H 1.41 3.54 -3.11 0.018
H -2.53 2.19 -3.93 0.027
H -3.02 1.67 -2.31 0.033
H -1.79 0.76 -3.18 -0.010
H -1.55 4.94 -3.30 0.022
H -0.79 5.28 -1.74 0.017
H -2.46 4.69 -1.81 0.018
H -1.82 4.49 0.48 0.097
H -3.44 4.33 2.35 0.100
H -3.88 2.10 3.40 0.094
H -2.65 0.11 2.50 0.100
H 1.72 4.90 -0.83 0.018
H 2.59 4.69 0.70 0.010
H 0.85 4.98 0.71 0.020
H 3.09 2.61 -1.68 0.026
H 2.40 0.99 -1.49 -0.046
H 3.57 1.58 -0.32 -0.001
H 0.93 2.68 2.56 0.035
H 2.53 2.01 2.21 0.012
H 1.10 1.00 2.00 0.004
Cl 12.16 1.66 1.43 0.660
C 10.46 1.34 1.58 -0.664
C 9.60 1.64 0.54 -0.091
C 8.25 1.39 0.69 -0.011
C 7.73 0.87 1.87 -0.200
C 6.23 0.64 2.00 -0.313
C 5.88 -0.79 1.58 -0.072
N 4.49 -1.08 1.81 -0.080
C 3.90 -1.31 3.04 -0.077
C 2.56 -1.41 2.79 -0.151
N 2.32 -1.27 1.44 0.084
C 3.48 -1.07 0.90 -0.168
O 5.48 1.50 1.18 -0.102
C 5.20 2.78 1.74 -0.144
C 6.35 3.73 1.59 -0.315
C 7.24 4.06 2.56 -0.968
Cl 7.24 3.52 4.19 0.687
S 8.50 5.09 2.01 0.992
C 7.82 5.11 0.43 -0.406
C 6.70 4.36 0.36 -0.136
C 8.62 0.56 2.88 -0.595
Cl 8.05 -0.16 4.37 0.708
C 9.98 0.79 2.76 -0.129
H 9.99 2.06 -0.38 0.110
H 7.56 1.64 -0.11 0.130
H 5.94 0.78 3.05 0.121
H 6.51 -1.49 2.13 0.127
H 6.09 -0.90 0.52 0.145
H 4.48 -1.37 3.94 0.108
H 1.77 -1.59 3.49 0.097
H 3.66 -0.91 -0.16 0.123
H 4.90 2.67 2.78 0.121
H 4.34 3.15 1.18 0.103
H 8.30 5.68 -0.35 0.066
H 6.11 4.23 -0.55 0.125
H 10.65 0.56 3.57 0.105


The most stable of them is (Q).